# 1
This record from the OMol25 dataset describes a structure of composition C28H27MoN3SSi at a distorted geometry. The level of theory is ωB97M-V/def2-TZVPD.

Summary:
Frontier orbital gap (spin up / spin down) in eV: 5.31 / 5.25
Relative energy (zero: lowest compared OMol25 entry of this formula, charge and spin) in kcal per mole: 0.0
Spin multiplicity: 3
Total charge: +2
<S²>: 2.01

```
61
Properties=species:S:1:pos:R:3:forces:R:3
C 1.206184 -2.612188 1.885629 0.91 0.06 -0.52
C 0.776499 -2.454284 0.528087 0.48 -0.61 -0.43
C 1.760037 -1.653376 -0.162547 0.63 -1.23 0.29
H -0.116969 -2.906623 0.098762 0.34 0.24 0.08
C 2.802502 -1.320809 0.773744 -0.04 -1.12 0.40
C 2.464878 -1.913250 2.042609 0.20 -1.00 -1.37
H 3.078087 -1.884965 2.934908 -0.19 0.22 -0.04
H 0.695214 -3.191302 2.646914 -0.01 0.21 -0.26
H 1.769641 -1.419285 -1.224970 -0.17 0.17 0.25
H 3.719036 -0.782838 0.549550 -0.30 0.05 0.08
Mo 0.844583 -0.454136 1.439649 -2.81 2.80 1.70
C -0.816606 0.057185 0.165473 0.80 -1.53 2.11
H 0.076958 0.316761 -0.446423 -0.37 -0.10 -0.25
H -1.414718 0.928705 0.414665 0.21 -0.03 0.06
H -1.380233 -0.811574 -0.176154 0.10 0.54 -0.29
Si -0.960268 0.696364 -2.635860 -0.86 1.24 -1.71
C -2.704513 0.534131 -3.305363 0.15 -0.75 0.46
C -2.962772 -0.843353 -3.438004 -0.52 -0.02 -0.24
H -2.186658 -1.572344 -3.184523 -0.32 0.19 -0.07
C -4.185380 -1.308576 -3.915426 -0.01 0.22 -0.15
H -4.334695 -2.387308 -4.004703 -0.15 0.40 -0.05
C -5.171548 -0.386225 -4.289049 0.28 -0.24 0.24
H -6.123179 -0.759735 -4.666845 0.21 0.23 0.07
C -4.935383 0.987053 -4.160093 0.32 -0.06 0.03
H -5.712662 1.693748 -4.459467 0.30 -0.19 0.13
C -3.705697 1.453492 -3.666913 -0.07 -0.46 -0.05
H -3.531334 2.523371 -3.583101 -0.05 -0.14 0.01
C 0.232068 0.905647 -4.061260 0.42 0.58 0.14
C -0.171863 0.692040 -5.391135 0.34 -0.31 0.27
H -1.214052 0.819915 -5.680187 0.16 -0.17 0.15
C 0.754850 0.238847 -6.333821 0.35 0.13 0.24
H 0.432089 -0.016386 -7.342100 0.09 0.18 0.21
C 2.093979 0.062090 -5.965069 -0.09 -0.03 0.17
H 2.813824 -0.340360 -6.677797 -0.23 0.13 0.13
C 2.526054 0.383533 -4.672240 -0.09 0.24 0.26
H 3.569572 0.240646 -4.372138 -0.34 0.15 -0.30
C 1.601446 0.849069 -3.730318 -0.27 -0.59 -0.81
H 1.918306 1.100597 -2.713251 0.07 -0.17 -0.16
H -0.506392 -0.644177 -2.230007 -0.09 -0.08 0.30
H -0.923590 1.685921 -1.481354 0.33 0.01 -0.93
N 0.298844 1.444896 5.100490 -0.30 0.33 -1.22
C 0.460776 0.236489 5.781279 0.51 0.41 -0.39
C 0.711211 0.056235 7.130252 -0.07 -0.52 0.55
C 1.205592 -1.196750 7.510688 -0.29 0.54 0.00
C 1.414293 -2.208450 6.556972 -0.32 0.08 -0.80
C 1.131053 -2.006822 5.195761 -0.13 0.11 0.49
C 0.672236 -0.742466 4.801372 0.43 0.36 0.21
N 0.632180 -0.100013 3.540910 0.08 0.84 -0.61
C 0.431094 1.226808 3.769161 0.47 -1.25 2.23
C 0.630217 2.214492 2.746390 0.26 1.51 -1.45
C 0.503777 3.591254 2.738335 0.01 -1.23 -0.30
S 0.822971 4.236534 1.151352 0.17 -1.67 0.54
C 1.154508 2.627347 0.563956 -0.31 -0.27 2.08
N 1.049010 1.686252 1.526911 -0.46 1.57 -1.14
H 0.147412 2.368640 5.500606 0.09 -0.47 0.07
H 0.530579 0.882970 7.826231 0.22 -0.50 -0.12
H 1.441180 -1.394117 8.559537 -0.09 0.11 -0.40
H 1.807161 -3.172797 6.878693 -0.15 0.26 -0.10
H 1.258407 -2.790836 4.463424 0.20 -0.04 0.31
H 0.213434 4.160941 3.612834 0.03 0.35 -0.42
H 1.406768 2.373369 -0.465025 -0.04 0.30 0.28
```
Positions in Å, forces in eV/Å.

Mulliken population analysis, charges in e, atoms 1 to 2: -0.375 -0.516



# 2
This record from the OMol25 dataset describes the ion C5H15NO2P with charge +1 at a distorted geometry. The level of theory is ωB97M-V/def2-TZVPD.

Summary:
Frontier orbital gap in eV: 10.20
Relative energy (zero: lowest compared OMol25 entry of this formula, charge and spin) in kcal per mole: 0.0
Structure (SMILES): C[C@@H]([NH3+])[C@@H](O)P(C)(C)=O
Total charge: +1

```
24
Properties=species:S:1:pos:R:3:forces:R:3
C -0.724027 -2.087124 -0.428802 0.71 -0.40 -0.52
C -0.084067 2.813446 0.639564 3.73 -2.06 -1.46
C -0.550406 0.630500 2.477408 -1.59 -0.18 -0.43
C 0.583239 -1.375459 -0.485493 0.79 -0.20 0.34
C 0.514574 0.172689 -0.506658 -2.52 0.37 1.75
N 1.256265 -1.767052 -1.840393 -0.94 0.54 0.65
O -2.261705 1.206059 0.373949 -3.56 -0.48 -1.84
O 0.275510 0.654156 -1.796618 -2.37 0.54 -0.97
P -0.882464 1.224804 0.713836 5.58 -1.20 2.77
H -0.519315 -3.142313 -0.236519 -0.44 -0.08 -0.39
H -1.234352 -1.885122 -1.372911 -0.58 -0.30 0.31
H -1.241403 -1.706537 0.412222 -0.98 0.33 0.67
H 1.044224 2.745762 0.897818 -1.79 -0.17 -0.22
H -0.085437 3.142420 -0.375665 -0.25 0.55 -0.76
H -0.484915 3.501456 1.267913 -1.55 1.98 1.82
H 0.248472 -0.138836 2.471813 -0.80 0.12 0.27
H -0.201983 1.456770 3.117147 -0.13 -0.16 -0.41
H -1.611512 0.314549 2.887200 2.36 0.15 -0.78
H 1.246019 -1.786129 0.300748 -0.17 0.67 -0.32
H 1.428651 0.574315 -0.148903 1.07 0.43 0.20
H 1.606058 -0.849713 -2.115627 0.63 -0.35 -0.96
H 0.499862 -2.021580 -2.471489 -0.03 0.23 -0.30
H 1.899973 -2.551303 -1.864854 0.48 0.24 0.39
H -0.721261 0.874239 -1.915686 2.34 -0.58 0.20
```
Positions in Å, forces in eV/Å.

Mulliken population analysis, charges in e, atoms 1 to 2: -1.406 -1.132